# 1
{
  "formula": "C4H12",
  "method": "wB97M-V/def2-TZVPD",
  "species": ["C", "C", "H", "H", "H", "H", "H", "H", "C", "C", "H", "H", "H", "H", "H", "H"],
  "xyz": [[-1.63, 0.58, 1.19], [-0.60, 1.49, 1.85], [-2.64, 0.66, 1.58], [-1.64, 0.74, 0.11], [-1.31, -0.47, 1.28], [0.38, 1.40, 1.37], [-0.56, 1.27, 2.92], [-0.82, 2.55, 1.70], [1.09, -0.96, -0.76], [1.12, -1.06, -2.29], [2.03, -0.65, -0.29], [0.23, -0.41, -0.34], [0.81, -1.87, -0.22], [1.96, -0.53, -2.74], [0.10, -0.87, -2.63], [1.38, -2.10, -2.47]],
  "lowdin_charge": [-0.185, -0.166, 0.060, 0.057, 0.057, 0.054, 0.061, 0.060, -0.177, -0.148, 0.065, 0.022, 0.062, 0.059, 0.064, 0.055],
  "total_charge": 0,
  "homo_ev": -11.17,
  "smiles": "CC.CC",
  "energy_ev": -4342.009,
  "mol_weight_g_mol": 60.14,
  "homo_lumo_gap_ev": 12.33,
  "lumo_ev": 1.2
}

# 2
{
  "formula": "C4H12",
  "method": "wB97M-V/def2-TZVPD",
  "species": ["C", "C", "H", "H", "H", "H", "H", "H", "C", "C", "H", "H", "H", "H", "H", "H"],
  "xyz": [[1.46, 1.74, -0.66], [1.90, 0.25, -0.55], [1.25, 2.08, -1.67], [0.72, 2.02, 0.08], [2.36, 2.30, -0.42], [1.39, -0.08, 0.35], [1.63, -0.33, -1.43], [2.93, 0.01, -0.28], [-2.38, -0.83, 0.30], [-1.03, -1.18, 0.90], [-2.40, 0.17, -0.15], [-2.54, -1.49, -0.56], [-3.19, -0.87, 1.03], [-0.84, -0.67, 1.85], [-0.26, -0.85, 0.20], [-1.02, -2.27, 1.00]],
  "lowdin_charge": [-0.150, -0.167, 0.058, 0.057, 0.054, 0.025, 0.064, 0.061, -0.174, -0.167, 0.060, 0.063, 0.059, 0.069, 0.020, 0.068],
  "total_charge": 0,
  "homo_ev": -11.15,
  "smiles": "CC.CC",
  "energy_ev": -4341.978,
  "mol_weight_g_mol": 60.14,
  "homo_lumo_gap_ev": 12.30,
  "lumo_ev": 1.2
}

# 3
{
  "formula": "C4H12",
  "method": "wB97M-V/def2-TZVPD",
  "species": ["C", "C", "H", "H", "H", "H", "H", "H", "C", "C", "H", "H", "H", "H", "H", "H"],
  "xyz": [[2.66, 0.31, -0.39], [1.70, -0.65, -1.18], [3.05, 1.00, -1.11], [2.08, 0.93, 0.41], [3.62, -0.25, 0.03], [1.65, -0.26, -2.21], [0.71, -0.50, -0.69], [2.06, -1.68, -1.26], [-1.83, 0.71, 0.41], [-2.54, -0.40, 1.17], [-2.64, 1.29, -0.02], [-1.10, 1.36, 0.95], [-1.19, 0.30, -0.34], [-1.87, -1.23, 1.19], [-3.54, -0.58, 0.71], [-2.73, -0.19, 2.34]],
  "lowdin_charge": [-0.181, -0.165, 0.022, 0.083, 0.095, 0.058, 0.037, 0.054, -0.183, -0.178, 0.054, 0.078, 0.016, 0.035, 0.066, 0.106],
  "total_charge": 0,
  "homo_ev": -11.38,
  "smiles": "CC.CC",
  "energy_ev": -4341.481,
  "mol_weight_g_mol": 60.14,
  "homo_lumo_gap_ev": 12.51,
  "lumo_ev": 1.1
}

# 4
{
  "formula": "C4H12",
  "method": "wB97M-V/def2-TZVPD",
  "species": ["C", "C", "H", "H", "H", "H", "H", "H", "C", "C", "H", "H", "H", "H", "H", "H"],
  "xyz": [[0.39, 1.54, 0.82], [1.29, 2.72, 1.10], [0.09, 1.06, 1.74], [-0.24, 1.89, 0.03], [0.97, 0.79, 0.24], [1.30, 3.07, 2.18], [2.35, 2.58, 1.00], [0.93, 3.70, 0.78], [-0.38, -1.78, -0.73], [-1.44, -2.66, -1.33], [0.26, -0.97, -1.14], [-0.82, -1.12, 0.06], [0.49, -2.31, -0.33], [-1.06, -3.68, -1.23], [-2.37, -2.44, -0.82], [-1.75, -2.38, -2.37]],
  "lowdin_charge": [-0.174, -0.198, 0.072, 0.060, 0.055, 0.076, 0.051, 0.061, -0.207, -0.167, 0.056, 0.061, 0.057, 0.063, 0.058, 0.076],
  "total_charge": 0,
  "homo_ev": -10.93,
  "smiles": "CC.CC",
  "energy_ev": -4341.021,
  "mol_weight_g_mol": 60.14,
  "homo_lumo_gap_ev": 12.04,
  "lumo_ev": 1.1
}

# 5
{
  "formula": "C4H12",
  "method": "wB97M-V/def2-TZVPD",
  "species": ["C", "C", "H", "H", "H", "H", "H", "H", "C", "C", "H", "H", "H", "H", "H", "H"],
  "xyz": [[1.77, 2.36, 1.53], [0.87, 1.17, 1.32], [1.21, 3.30, 1.59], [2.30, 2.28, 2.48], [2.51, 2.45, 0.74], [0.02, 1.17, 2.00], [1.34, 0.19, 1.45], [0.44, 1.18, 0.32], [-1.61, -2.35, -1.03], [-1.02, -1.19, -1.82], [-2.38, -2.86, -1.62], [-0.83, -3.06, -0.77], [-2.10, -2.01, -0.12], [-0.14, -0.82, -1.31], [-1.74, -0.39, -1.99], [-0.67, -1.54, -2.80]],
  "lowdin_charge": [-0.173, -0.182, 0.065, 0.060, 0.058, 0.060, 0.062, 0.050, -0.170, -0.169, 0.060, 0.058, 0.057, 0.044, 0.058, 0.063],
  "total_charge": 0,
  "homo_ev": -11.76,
  "smiles": "CC.CC",
  "energy_ev": -4342.469,
  "mol_weight_g_mol": 60.14,
  "homo_lumo_gap_ev": 12.90,
  "lumo_ev": 1.1
}

# 6
{
  "formula": "C4H12",
  "method": "wB97M-V/def2-TZVPD",
  "species": ["C", "C", "H", "H", "H", "H", "H", "H", "C", "C", "H", "H", "H", "H", "H", "H"],
  "xyz": [[2.17, -1.09, -0.31], [1.59, 0.28, -0.52], [1.85, -1.60, -1.01], [3.28, -1.24, -0.37], [2.04, -1.45, 0.69], [0.76, 0.10, -1.21], [2.21, 1.02, -1.04], [1.19, 0.69, 0.36], [-1.55, 0.17, 1.06], [-2.24, 0.61, -0.28], [-0.89, -0.60, 0.94], [-0.97, 1.02, 1.39], [-2.32, -0.05, 1.88], [-2.58, 1.65, -0.24], [-3.04, -0.07, -0.36], [-1.50, 0.55, -0.99]],
  "lowdin_charge": [-0.147, -0.147, -0.028, 0.090, 0.068, 0.064, 0.076, 0.029, -0.156, -0.128, 0.014, 0.047, 0.090, 0.071, 0.046, 0.009],
  "total_charge": 0,
  "homo_ev": -11.45,
  "smiles": "CC.CC",
  "energy_ev": -4341.131,
  "mol_weight_g_mol": 60.14,
  "homo_lumo_gap_ev": 12.64,
  "lumo_ev": 1.2
}